C5H7N2O | ωB97M-V/def2-TZVPD

Each line ends with the natural charge from an NBO analysis.
Atoms and positions in Å:
C: -2.367 -0.917 -1.119  -0.40
N: -2.335 0.135 -0.112  -0.52
C: -1.264 0.612 0.319  0.35
C: -0.256 0.916 0.898  0.07
N: 1.001 0.894 0.976  -0.40
C: 1.691 0.084 0.180  -0.01
C: 3.225 0.244 0.447  0.37
O: 3.748 0.910 1.290  -0.46
H: -3.011 -1.637 -0.775  0.23
H: -2.821 -0.616 -2.049  0.23
H: -1.249 -1.200 -1.391  0.22
H: -3.218 0.510 0.137  0.44
H: 1.527 1.362 1.767  0.48
H: 1.490 -0.897 -0.402  0.26
H: 3.839 -0.400 -0.164  0.15

The spin multiplicity is 1. As for the total charge: +1. Its largest force on an atom is 0.0812 hartree/bohr. The SMILES is CNC#C/[NH+]=C/C=O. Its frontier orbital gap (spin up / spin down) is 7.1 / 7.5 eV. Its HOMO energy (spin up / spin down) is -13.2 / -13.3 eV. The value obtained for the molar mass is 111.12 g mol⁻¹. The calculation puts the energy above the lowest of the compared OMol25 structures with the same formula, charge and spin at 104.02 kcal per mole.